[1]
Density functional theory data (wB97M-V/def2-TZVPD) for a structure of composition C49H50GeN2O2PdS3Si in a non-equilibrium geometry.

Calculated values
**Gap between HOMO and LUMO (spin up / spin down)**: 5.520 / 6.145 eV
**Multiplicity**: 2
**HOMO energy (spin up / spin down)**: -9.5 / -10.0 eV
**Charge**: +1

CARTESIAN COORDINATES (ANGSTROEM)
Pd (-0.6128, -0.1398, 0.1689)
O (-0.9732, -0.7942, 2.7218)
S (-0.1462, -1.1447, 3.9200)
C (1.0678, -2.3551, 3.2106)
C (2.4867, -2.2836, 3.7517)
C (3.4360, -1.4321, 2.9002)
C (3.7194, -2.0514, 1.5350)
S (2.8971, -1.1136, 0.1570)
O (1.6292, -0.6599, 0.7934)
C (3.9312, 0.3708, 0.2327)
C (5.3037, 0.3006, 0.0624)
C (6.0493, 1.4644, 0.1121)
C (5.4239, 2.6863, 0.3034)
C (4.0442, 2.7533, 0.4229)
C (3.2967, 1.5902, 0.3837)
C (0.9347, 0.2821, 4.1820)
C (1.5173, 0.4546, 5.4262)
C (2.3559, 1.5360, 5.6337)
C (2.5732, 2.4512, 4.6156)
C (1.9521, 2.2924, 3.3883)
C (1.1360, 1.1966, 3.1669)
H (1.0204, -2.1665, 2.1365)
H (0.6129, -3.3243, 3.4160)
H (2.8943, -3.2948, 3.8095)
H (2.4740, -1.8854, 4.7676)
H (4.3716, -1.3069, 3.4489)
H (3.0125, -0.4359, 2.7619)
H (3.3259, -3.0652, 1.4683)
H (4.7798, -2.0769, 1.3022)
H (5.7888, -0.6481, -0.1071)
H (7.1214, 1.4172, -0.0037)
H (6.0108, 3.5898, 0.3429)
H (3.5522, 3.7080, 0.5360)
H (2.2179, 1.6205, 0.4648)
H (1.3095, -0.2413, 6.2246)
H (2.8314, 1.6674, 6.5923)
H (3.2203, 3.2971, 4.7852)
H (2.0984, 3.0236, 2.6098)
H (0.6499, 1.0367, 2.2095)
C (1.7280, 1.0170, -2.6090)
Ge (0.4987, -0.5055, -2.0791)
C (-1.0851, -0.1594, -3.2602)
C (-0.9515, -0.0997, -4.6397)
C (-2.0217, 0.2677, -5.4331)
C (-3.2474, 0.5557, -4.8557)
C (-3.4025, 0.4662, -3.4835)
C (-2.3229, 0.1124, -2.6973)
C (1.4183, -2.1252, -2.8612)
C (2.7245, -1.9861, -3.2717)
C (3.4551, -3.0645, -3.7868)
C (2.9147, -4.3209, -3.7840)
C (1.5870, -4.5222, -3.3571)
C (1.0034, -5.8065, -3.3598)
C (-0.3168, -5.9817, -3.0450)
C (-1.1116, -4.8687, -2.7410)
C (-0.5610, -3.6142, -2.6985)
C (0.8067, -3.4031, -2.9563)
H (1.8590, 0.9943, -3.6865)
H (2.7058, 0.9664, -2.1389)
H (1.2776, 1.9683, -2.3388)
H (0.0008, -0.3404, -5.0874)
H (-1.9023, 0.3383, -6.5051)
H (-4.0826, 0.8449, -5.4730)
H (-4.3545, 0.6909, -3.0256)
H (-2.4391, 0.0475, -1.6103)
H (3.2004, -1.0179, -3.2305)
H (4.4485, -2.8952, -4.1775)
H (3.4855, -5.1735, -4.1208)
H (1.6254, -6.6465, -3.6263)
H (-0.7547, -6.9684, -3.0544)
H (-2.1657, -5.0080, -2.5475)
H (-1.1836, -2.7543, -2.4984)
C (-5.4781, 3.0718, -1.6125)
C (-5.7072, 2.2351, -0.5325)
C (-4.6443, 1.7881, 0.2328)
C (-3.3369, 2.1695, -0.0588)
C (-3.1263, 2.9933, -1.1565)
C (-4.1824, 3.4501, -1.9202)
Si (-1.9085, 1.6482, 1.1132)
C (-0.9163, 3.2186, 1.6000)
C (-0.1987, 3.9760, 0.6776)
C (0.3691, 5.1862, 1.0385)
C (0.2547, 5.6440, 2.3399)
C (-0.4004, 4.8725, 3.2856)
C (-0.9780, 3.6726, 2.9153)
H (-6.3051, 3.4185, -2.2143)
H (-6.7179, 1.9365, -0.2901)
H (-4.8416, 1.1404, 1.0737)
H (-2.1242, 3.2931, -1.4193)
H (-4.0010, 4.1026, -2.7595)
H (-2.6824, 1.3420, 2.3803)
H (-0.0859, 3.6278, -0.3415)
H (0.8887, 5.7834, 0.3018)
H (0.6777, 6.5960, 2.6183)
H (-0.4729, 5.2169, 4.3065)
H (-1.4932, 3.0854, 3.6614)
C (-4.4627, -2.7944, -1.3069)
N (-4.3132, -2.2008, -0.0066)
C (-5.3276, -1.7820, 0.8166)
C (-4.7657, -1.3156, 1.9601)
N (-3.4156, -1.4703, 1.8417)
C (-3.1402, -1.9993, 0.6325)
S (-1.5967, -2.4324, 0.1021)
H (-5.3402, -2.3811, -1.8043)
H (-4.5779, -3.8800, -1.2210)
H (-3.5735, -2.5875, -1.9032)
H (-6.3568, -1.8487, 0.5286)
H (-5.2223, -0.9120, 2.8387)
H (-2.6470, -1.1914, 2.4680)

Here are the Löwdin charges for atoms 1 to 99, given in e: atom 1 (Pd): 0.307, atom 2 (O): -0.669, atom 3 (S): 1.053, atom 4 (C): -0.287, atom 5 (C): -0.217, atom 6 (C): -0.211, atom 7 (C): -0.266, atom 8 (S): 1.000, atom 9 (O): -0.639, atom 10 (C): -0.367, atom 11 (C): -0.075, atom 12 (C): -0.061, atom 13 (C): -0.058, atom 14 (C): -0.057, atom 15 (C): -0.103, atom 16 (C): -0.375, atom 17 (C): -0.093, atom 18 (C): -0.059, atom 19 (C): -0.048, atom 20 (C): -0.064, atom 21 (C): -0.110, atom 22 (H): 0.053, atom 23 (H): 0.092, atom 24 (H): 0.120, atom 25 (H): 0.098, atom 26 (H): 0.127, atom 27 (H): 0.087, atom 28 (H): 0.097, atom 29 (H): 0.082, atom 30 (H): 0.110, atom 31 (H): 0.112, atom 32 (H): 0.110, atom 33 (H): 0.108, atom 34 (H): 0.095, atom 35 (H): 0.113, atom 36 (H): 0.110, atom 37 (H): 0.112, atom 38 (H): 0.097, atom 39 (H): 0.049, atom 40 (C): -0.191, atom 41 (Ge): 0.999, atom 42 (C): -0.317, atom 43 (C): -0.106, atom 44 (C): -0.077, atom 45 (C): -0.075, atom 46 (C): -0.085, atom 47 (C): -0.159, atom 48 (C): -0.240, atom 49 (C): -0.132, atom 50 (C): -0.068, atom 51 (C): -0.018, atom 52 (C): -0.165, atom 53 (C): -0.029, atom 54 (C): -0.070, atom 55 (C): -0.073, atom 56 (C): -0.100, atom 57 (C): -0.180, atom 58 (H): 0.032, atom 59 (H): -0.008, atom 60 (H): 0.017, atom 61 (H): 0.102, atom 62 (H): 0.106, atom 63 (H): 0.105, atom 64 (H): 0.099, atom 65 (H): 0.040, atom 66 (H): 0.084, atom 67 (H): 0.107, atom 68 (H): 0.117, atom 69 (H): 0.113, atom 70 (H): 0.106, atom 71 (H): 0.099, atom 72 (H): 0.028, atom 73 (C): -0.088, atom 74 (C): -0.085, atom 75 (C): -0.122, atom 76 (C): -0.326, atom 77 (C): -0.117, atom 78 (C): -0.085, atom 79 (Si): 0.735, atom 80 (C): -0.330, atom 81 (C): -0.121, atom 82 (C): -0.088, atom 83 (C): -0.082, atom 84 (C): -0.081, atom 85 (C): -0.127, atom 86 (H): 0.106, atom 87 (H): 0.103, atom 88 (H): 0.066, atom 89 (H): 0.093, atom 90 (H): 0.109, atom 91 (H): 0.008, atom 92 (H): 0.087, atom 93 (H): 0.105, atom 94 (H): 0.105, atom 95 (H): 0.108, atom 96 (H): 0.097, atom 97 (C): -0.011, atom 98 (N): -0.100, atom 99 (C): -0.037



[2]
Density functional theory data (wB97M-V/def2-TZVPD) for a cluster of 2 separate species, C7H15O2PSi in total in a non-equilibrium geometry.

Calculated values
**Gap between HOMO and LUMO**: 9.167 eV
**SMILES string**: C[P@]1(=O)C=CCC1.C[Si](C)=O
**HOMO energy**: -9.1 eV
**Charge**: 0
**Energy relative to the best compared isomer or geometry (same formula, charge and spin)**: 0.00 kcal per mole

CARTESIAN COORDINATES (ANGSTROEM)
C (1.0517, 1.1969, 2.1466)
P (-0.6570, 0.9036, 2.7294)
O (-0.9049, 1.4615, 4.0710)
C (-1.0744, -0.8509, 2.5446)
C (-2.1951, -0.9893, 1.8522)
C (-2.8360, 0.2471, 1.3004)
C (-1.8387, 1.4055, 1.4035)
H (1.7323, 0.7576, 2.8786)
H (1.2140, 2.2731, 2.1192)
H (1.1935, 0.7597, 1.1671)
H (-0.5397, -1.6499, 3.0289)
H (-2.6868, -1.9359, 1.6741)
H (-3.1450, 0.0842, 0.2653)
H (-3.7395, 0.4564, 1.8822)
H (-1.2931, 1.5039, 0.4667)
H (-2.3189, 2.3517, 1.6515)
C (2.6696, -0.3440, -2.1039)
Si (0.8320, -0.6468, -1.7546)
C (0.0858, -1.6498, -3.1750)
O (0.0838, -0.1480, -0.5387)
H (2.8026, 0.4702, -2.8149)
H (3.2020, -0.0680, -1.1962)
H (3.1590, -1.2195, -2.5258)
H (0.3960, -1.2751, -4.1486)
H (0.3914, -2.6929, -3.1199)
H (-0.9998, -1.6268, -3.1372)

Charges per atom according to Löwdin partitioning, unit e: atom 1 (C): -0.169, atom 2 (P): 0.612, atom 3 (O): -0.371, atom 4 (C): -0.152, atom 5 (C): -0.167, atom 6 (C): -0.242, atom 7 (C): -0.243, atom 8 (H): 0.048, atom 9 (H): 0.048, atom 10 (H): 0.001, atom 11 (H): 0.073, atom 12 (H): 0.100, atom 13 (H): 0.107, atom 14 (H): 0.113, atom 15 (H): 0.061, atom 16 (H): 0.087, atom 17 (C): -0.177, atom 18 (Si): 0.608, atom 19 (C): -0.180, atom 20 (O): -0.323, atom 21 (H): 0.030, atom 22 (H): 0.025, atom 23 (H): 0.027, atom 24 (H): 0.028, atom 25 (H): 0.029, atom 26 (H): 0.026